Molecular formula: H30O19S
Method: DFT, the ωB97M-V functional and the def2-TZVPD basis

Total charge: -2
HOMO level (eV): -4.52
HOMO-LUMO gap (eV): 9.616

CARTESIAN COORDINATES (ANGSTROEM)
1 S 0.14 -0.17 0.01
2 O -1.22 0.25 -0.26
3 O 0.50 -1.12 -1.00
4 O 1.09 0.93 -0.03
5 O 0.17 -0.87 1.31
6 O 0.17 -0.91 -3.62
7 H 0.56 -0.11 -4.04
8 H 0.42 -0.83 -2.71
9 O 2.64 -1.39 -2.15
10 H 1.79 -1.27 -1.66
11 H 2.29 -1.80 -2.95
12 O -2.86 -0.59 -2.03
13 H -2.26 -0.14 -1.50
14 H -3.03 -1.50 -1.63
15 O -0.41 2.55 2.18
16 H 0.44 2.18 2.39
17 H -0.24 2.88 1.32
18 O -0.55 -3.47 -1.12
19 H -0.60 -3.77 -2.01
20 H -0.17 -2.60 -1.08
21 O 0.36 -3.40 1.48
22 H 0.35 -2.51 1.19
23 H -0.17 -3.84 0.80
24 O -2.24 2.67 -0.16
25 H -2.73 2.87 0.61
26 H -2.01 1.78 -0.13
27 O 1.42 0.57 3.03
28 H 2.25 0.14 3.37
29 H 1.13 -0.14 2.48
30 O 0.72 -2.70 4.13
31 H 0.21 -1.93 4.39
32 H 0.62 -2.86 3.21
33 O 1.85 1.40 -2.62
34 H 1.05 1.88 -2.80
35 H 1.61 1.20 -1.70
36 O -1.72 -1.81 2.88
37 H -1.04 -1.45 2.30
38 H -2.35 -2.23 2.25
39 O -3.35 -0.09 0.85
40 H -2.96 0.50 1.47
41 H -2.52 -0.12 0.30
42 O 3.29 1.53 0.96
43 H 3.59 1.76 0.07
44 H 2.37 1.20 0.73
45 O -0.59 2.51 -2.71
46 H -0.99 2.04 -3.46
47 H -1.11 2.37 -1.91
48 O 1.06 3.62 -0.22
49 H 1.20 2.63 -0.29
50 H 1.82 4.11 0.09

=====

Molecular formula: C2H4ClN3
Method: DFT, the ωB97M-V functional and the def2-TZVPD basis

HOMO level (spin up / spin down) (eV): -7.81 / -7.81
HOMO-LUMO gap (spin up / spin down) (eV): 7.615 / 7.561

CARTESIAN COORDINATES (ANGSTROEM)
1 C -1.08 -0.50 0.65
2 C 0.48 1.00 -0.90
3 N 1.22 -0.05 -0.98
4 N 1.21 -0.87 0.04
5 N 0.18 -0.92 0.86
6 Cl 0.71 1.96 -2.29
7 H -1.97 -0.79 0.98
8 H -1.20 0.04 -0.26
9 H 0.13 1.50 0.07
10 H 0.30 -1.38 1.84

=====

Molecular formula: C23H18N4OPdS2
Method: DFT, the ωB97M-V functional and the def2-TZVPD basis

Total charge: +2
Multiplicity: 3
HOMO level (spin up / spin down) (eV): -14.06 / -14.05
HOMO-LUMO gap (spin up / spin down) (eV): 8.325 / 5.354

CARTESIAN COORDINATES (ANGSTROEM)
1 Pd 0.25 -0.26 -0.06
2 N 1.02 3.71 1.23
3 C -0.17 3.65 1.91
4 C -0.78 4.48 2.85
5 C -1.99 4.06 3.36
6 C -2.60 2.86 2.95
7 C -2.01 2.04 2.02
8 C -0.79 2.45 1.50
9 N 0.03 1.84 0.59
10 C 1.12 2.59 0.47
11 C 2.23 2.12 -0.32
12 C 3.43 2.74 -0.59
13 S 4.43 1.72 -1.53
14 C 3.20 0.52 -1.50
15 N 2.13 0.86 -0.85
16 H 1.70 4.45 1.30
17 H -0.33 5.41 3.17
18 H -2.49 4.67 4.10
19 H -3.54 2.58 3.39
20 H -2.46 1.10 1.70
21 H 3.75 3.71 -0.29
22 H 3.32 -0.42 -2.00
23 N 1.04 -1.72 2.67
24 C 0.65 -0.92 1.94
25 H 1.34 -2.38 3.35
26 O -0.37 -2.33 -0.52
27 S -1.54 -2.91 -1.27
28 C -0.78 -4.04 -2.47
29 C 0.51 -3.81 -2.91
30 C 1.06 -4.67 -3.84
31 C 0.32 -5.74 -4.31
32 C -0.98 -5.96 -3.87
33 C -1.53 -5.10 -2.93
34 C -1.98 -1.64 -2.49
35 C -2.96 -1.94 -3.43
36 C -3.29 -1.00 -4.39
37 C -2.66 0.23 -4.41
38 C -1.71 0.54 -3.45
39 C -1.37 -0.39 -2.48
40 H 1.07 -2.97 -2.51
41 H 2.07 -4.51 -4.19
42 H 0.76 -6.43 -5.02
43 H -1.55 -6.79 -4.25
44 H -2.53 -5.27 -2.56
45 H -3.44 -2.91 -3.42
46 H -4.04 -1.25 -5.13
47 H -2.92 0.96 -5.16
48 H -1.23 1.51 -3.45
49 H -0.57 -0.13 -1.73